Entry 1:
{"formula": "C3H8O2S2", "method": "ωB97M-V/def2-TZVPD", "smiles": "O=CCCSS.O", "e_tot_ev": -29005.231, "gap_ev": 9.56, "total_charge": 0, "fmax_ha_per_bohr": 0.046, "relative_energy_kj_mol": 156.08, "species": ["O", "C", "C", "C", "S", "S", "H", "H", "H", "H", "H", "H", "O", "H", "H"], "coordinates": [[1.15569, 0.80796, 1.87004], [1.09899, -0.23998, 1.28640], [1.22668, -0.35500, -0.23910], [0.36459, -1.55037, -0.71141], [-1.05194, -0.77958, -1.75757], [-2.74652, -0.68709, -0.78304], [0.92743, -1.18954, 1.83741], [0.83496, 0.52842, -0.73206], [2.30152, -0.45153, -0.40548], [0.74049, -2.24049, -1.45668], [-0.17827, -2.03244, 0.09721], [-2.80241, 0.38057, 0.07188], [-0.84473, 2.49389, 0.02491], [-0.78783, 2.11275, 0.89613], [-0.23866, 3.20243, 0.00137]], "lowdin_charge": [0.048, -0.262, -0.219, -0.430, 0.368, 0.267, 0.126, 0.064, 0.120, 0.054, 0.054, -0.182, -0.042, 0.016, 0.019]}

---

Entry 2:
{"formula": "CH4O5", "method": "ωB97M-V/def2-TZVPD", "e_tot_ev": -11332.132, "gap_ev": [8.99, 9.49], "total_charge": 0, "fmax_ha_per_bohr": 0.064, "relative_energy_kj_mol": 395.00, "species": ["C", "O", "O", "O", "O", "O", "H", "H", "H", "H"], "coordinates": [[0.04836, -0.97131, -0.35047], [0.25073, 1.32181, 0.58926], [-0.16127, -0.41805, 0.85654], [-0.90186, 2.04169, 0.91809], [-0.33657, -0.22068, -1.37929], [1.18881, -1.68747, -0.51699], [-0.81824, 2.18216, 1.87357], [-0.21145, 0.72347, -1.01936], [1.70728, -1.29416, -1.23559], [-0.76579, -1.67747, 0.26425]], "lowdin_charge": [-0.668, -0.134, 0.046, -0.022, 0.083, 0.095, 0.105, 0.131, 0.125, 0.239]}

---

Entry 3:
{"formula": "C66H175N9O26", "method": "ωB97M-V/def2-TZVPD", "e_tot_ev": -137849.910, "gap_ev": 7.03, "total_charge": 0, "fmax_ha_per_bohr": 0.312, "species": ["C", "O", "C", "C", "N", "C", "C", "O", "C", "H", "H", "H", "H", "H", "H", "H", "H", "H", "H", "H", "H", "H", "H", "H", "C", "O", "C", "C", "N", "C", "C", "O", "C", "H", "H", "H", "H", "H", "H", "H", "H", "H", "H", "H", "H", "H", "H", "H", "C", "O", "C", "C", "N", "C", "C", "O", "C", "H", "H", "H", "H", "H", "H", "H", "H", "H", "H", "H", "H", "H", "H", "H", "C", "O", "C", "C", "N", "C", "C", "O", "C", "H", "H", "H", "H", "H", "H", "H", "H", "H", "H", "H", "H", "H", "H", "H", "C", "O", "C", "C", "N", "C", "C", "O", "C", "H", "H", "H", "H", "H", "H", "H", "H", "H", "H", "H", "H", "H", "H", "H", "C", "O", "C", "C", "N", "C", "C", "O", "C", "H", "H", "H", "H", "H", "H", "H", "H", "H", "H", "H", "H", "H", "H", "H", "C", "O", "C", "C", "N", "C", "C", "O", "C", "H", "H", "H", "H", "H", "H", "H", "H", "H", "H", "H", "H", "H", "H", "H", "C", "O", "C", "C", "N", "C", "C", "O", "C", "H", "H", "H", "H", "H", "H", "H", "H", "H", "H", "H", "H", "H", "H", "H", "C", "O", "C", "C", "N", "C", "C", "O", "C", "H", "H", "H", "H", "H", "H", "H", "H", "H", "H", "H", "H", "H", "H", "H", "C", "O", "H", "H", "H", "H", "C", "O", "H", "H", "H", "H", "C", "O", "H", "H", "H", "H", "C", "O", "H", "H", "H", "H", "C", "C", "O", "H", "H", "H", "H", "H", "H", "C", "C", "O", "H", "H", "H", "H", "H", "H", "C", "C", "O", "H", "H", "H", "H", "H", "H", "C", "C", "O", "H", "H", "H", "H", "H", "H"], "coordinates": [[-18.11852, 7.21314, -6.38611], [-17.00813, 6.32941, -6.69996], [-15.72808, 6.93129, -7.02513], [-15.00033, 7.60145, -5.78412], [-15.57385, 8.83062, -5.27225], [-15.03520, 9.36905, -4.04781], [-15.90300, 10.44446, -3.43011], [-17.35969, 10.26335, -3.70633], [-18.18073, 10.93605, -2.82534], [-17.97201, 7.78318, -5.46867], [-18.96767, 6.57623, -6.13831], [-18.36325, 7.85707, -7.23084], [-15.78900, 7.68678, -7.80848], [-15.00568, 6.21802, -7.42194], [-13.99355, 7.80310, -6.14994], [-14.92728, 6.90311, -4.95040], [-16.57323, 8.72062, -5.17615], [-14.14950, 9.93008, -4.34590], [-14.78593, 8.47429, -3.47741], [-15.72233, 11.45130, -3.80657], [-15.60612, 10.45551, -2.38138], [-17.86498, 11.94028, -2.54260], [-18.37716, 10.32907, -1.94156], [-19.10943, 11.14957, -3.35454], [-14.29395, 14.55666, 2.69444], [-15.38891, 13.96278, 1.94626], [-15.04602, 14.02942, 0.56900], [-16.06473, 13.36485, -0.21735], [-15.91582, 11.92945, 0.03109], [-16.80127, 11.27361, -0.89268], [-16.77691, 9.80290, -0.52049], [-17.86790, 9.50752, 0.40038], [-17.99204, 8.13597, 0.62900], [-13.35819, 14.00805, 2.58730], [-14.49864, 14.53477, 3.76483], [-14.27815, 15.60659, 2.40203], [-14.08765, 13.52712, 0.43743], [-15.03868, 15.06017, 0.21459], [-15.79947, 13.52548, -1.26231], [-16.97232, 13.90743, 0.04719], [-16.15418, 11.72473, 0.99098], [-16.39722, 11.49898, -1.87962], [-17.78836, 11.72103, -0.77614], [-15.82507, 9.50076, -0.08369], [-16.98293, 9.15554, -1.37287], [-18.94818, 7.90906, 1.10062], [-17.18446, 7.73774, 1.24329], [-17.97360, 7.58215, -0.30964], [-12.57135, 13.04439, -0.16854], [-12.85030, 14.19904, -1.00679], [-14.22073, 14.39642, -1.51761], [-14.08332, 15.49328, -2.62089], [-13.33929, 15.01976, -3.71505], [-13.17852, 16.13257, -4.69060], [-12.55544, 15.72332, -6.00779], [-11.19361, 16.11019, -5.95537], [-10.28061, 15.61579, -6.97214], [-11.55932, 12.64849, -0.25306], [-13.33946, 12.34118, -0.49041], [-12.94967, 13.23744, 0.83530], [-14.88619, 14.73515, -0.72355], [-14.61621, 13.48892, -1.97385], [-13.37769, 16.22809, -2.23327], [-15.05181, 15.87212, -2.94741], [-12.35845, 14.87610, -3.52165], [-12.72727, 17.03028, -4.26797], [-14.19892, 16.37256, -4.98937], [-12.97973, 16.36761, -6.77784], [-12.76463, 14.67280, -6.20970], [-9.28997, 15.73317, -6.53288], [-10.28665, 16.05805, -7.96837], [-10.41358, 14.54043, -7.09060], [-25.71114, 7.14052, -2.49481], [-25.06078, 6.58107, -3.64314], [-23.80172, 7.15966, -3.98704], [-22.65087, 6.96584, -2.89679], [-21.73221, 5.81374, -2.96766], [-20.68022, 5.95836, -3.95481], [-19.35634, 5.20666, -3.57570], [-18.84726, 5.69574, -2.34655], [-18.05525, 6.92144, -2.39805], [-25.62330, 8.22395, -2.57591], [-25.30214, 6.86684, -1.52224], [-26.73943, 6.78051, -2.46097], [-23.84259, 8.19496, -4.32557], [-23.57017, 6.60691, -4.89750], [-23.01974, 6.95427, -1.87116], [-22.11674, 7.91342, -2.82679], [-21.25350, 5.76660, -2.07957], [-20.53527, 6.99551, -4.25714], [-21.22467, 5.39430, -4.71211], [-18.55989, 5.29303, -4.31482], [-19.53075, 4.16194, -3.31831], [-18.74318, 7.76571, -2.44340], [-17.60787, 7.05126, -3.38349], [-17.36858, 7.04976, -1.56132], [-8.37502, 9.44107, 5.31439], [-9.52508, 8.87883, 4.84343], [-10.09273, 9.38528, 3.63476], [-11.07252, 8.40711, 2.97426], [-12.23584, 8.24035, 3.90647], [-13.30305, 7.28530, 3.63400], [-13.71205, 7.22094, 2.12520], [-14.68297, 8.15781, 1.70735], [-15.07618, 7.95392, 0.36904], [-8.65769, 10.40500, 5.73754], [-7.62181, 9.59950, 4.54259], [-7.97023, 8.96300, 6.20640], [-9.24683, 9.55638, 2.96897], [-10.58596, 10.32914, 3.86703], [-10.67051, 7.40340, 2.83613], [-11.36116, 8.77248, 1.98872], [-11.90669, 8.26489, 4.86102], [-14.11377, 7.55077, 4.31249], [-12.92081, 6.34529, 4.03193], [-14.05251, 6.18563, 2.10751], [-12.94145, 7.34141, 1.36378], [-14.35114, 8.28748, -0.37337], [-15.98609, 8.46791, 0.05927], [-15.21314, 6.91589, 0.06601], [-16.79642, 8.40266, 4.08842], [-17.86816, 9.35872, 4.07319], [-19.01722, 9.07698, 3.32661], [-20.05410, 10.25772, 3.35237], [-20.10153, 10.91667, 4.66225], [-20.39637, 9.97466, 5.79200], [-20.88949, 10.66559, 7.05867], [-21.03613, 9.76494, 8.13490], [-21.69744, 10.32904, 9.28455], [-16.41775, 8.31252, 3.07030], [-17.14735, 7.39970, 4.33137], [-16.09802, 8.75072, 4.84947], [-19.42580, 8.09973, 3.58383], [-18.67827, 8.95240, 2.29817], [-21.01524, 9.89422, 2.98881], [-19.77428, 11.03526, 2.64156], [-19.11575, 11.13467, 4.69091], [-19.45919, 9.48372, 6.05425], [-21.18698, 9.26926, 5.53620], [-21.75624, 11.30621, 6.89598], [-20.09400, 11.33650, 7.38296], [-22.75515, 10.51052, 9.09370], [-21.16355, 11.22543, 9.60006], [-21.69051, 9.47671, 9.96394], [-28.44835, 5.98462, 1.73126], [-27.55204, 7.05576, 1.50072], [-27.43437, 7.32034, 0.11340], [-26.30435, 8.42714, 0.02135], [-24.91432, 7.91759, 0.20724], [-23.85958, 8.90873, 0.16359], [-22.48442, 8.18414, 0.11965], [-21.55851, 9.13693, 0.63067], [-20.22930, 8.55127, 0.69221], [-27.87998, 5.08971, 1.47794], [-29.30428, 6.11932, 1.06997], [-28.63722, 5.95257, 2.80430], [-28.32157, 7.70772, -0.38751], [-27.15950, 6.42863, -0.44999], [-26.44720, 9.25979, 0.71010], [-26.31009, 9.00289, -0.90417], [-24.90135, 7.38514, 1.06540], [-24.05022, 9.44490, 1.09324], [-23.97986, 9.69443, -0.58228], [-22.03037, 7.92350, -0.83639], [-22.56132, 7.31909, 0.77835], [-20.18467, 7.67340, 1.33678], [-19.59725, 9.39381, 0.97284], [-19.87771, 8.34105, -0.31788], [-21.01675, 21.50031, -3.16811], [-19.91065, 20.78475, -2.68541], [-20.26124, 19.41218, -2.51333], [-19.04687, 18.62763, -1.98389], [-17.85917, 18.91719, -2.79224], [-16.59375, 18.37806, -2.26557], [-16.66086, 16.83370, -2.02441], [-17.23875, 16.61758, -0.80925], [-17.54060, 15.27174, -0.61407], [-21.15141, 21.17247, -4.19889], [-20.82840, 22.57217, -3.10707], [-21.88454, 21.20154, -2.58007], [-20.66978, 18.85174, -3.35420], [-21.07058, 19.32450, -1.78850], [-19.37222, 17.59247, -1.88048], [-18.91500, 18.89057, -0.93433], [-17.84911, 19.92618, -2.83620], [-16.23833, 18.73712, -1.29973], [-15.74515, 18.53231, -2.93203], [-15.68781, 16.34632, -2.08541], [-17.16715, 16.40048, -2.88702], [-18.57712, 15.20289, -0.94419], [-17.54706, 15.23067, 0.47513], [-16.92522, 14.50163, -1.07920], [-15.75238, 17.37968, -0.48858], [-14.74492, 17.73303, 0.44761], [-13.67272, 16.77831, 0.47173], [-12.51441, 17.11890, 1.46571], [-12.85305, 17.08622, 2.93634], [-11.81084, 17.88661, 3.66498], [-12.06486, 19.45540, 3.57702], [-10.99936, 20.28280, 4.00877], [-10.48664, 20.06230, 5.40285], [-16.54934, 18.11167, -0.35761], [-16.18876, 16.38107, -0.50942], [-15.49530, 17.55078, -1.53392], [-13.19122, 16.62746, -0.49446], [-13.98084, 15.76052, 0.71100], [-12.19585, 18.07423, 1.04863], [-11.62983, 16.50957, 1.28038], [-13.77129, 17.49294, 3.04355], [-10.79469, 17.66603, 3.33804], [-11.86956, 17.65195, 4.72781], [-12.92390, 19.76668, 4.17137], [-12.26983, 19.79997, 2.56344], [-9.66439, 19.34840, 5.35402], [-11.11017, 19.51241, 6.10778], [-10.03238, 20.92191, 5.89561], [-16.56328, 5.95670, 1.09189], [-16.80133, 6.71999, -0.11790], [-16.73125, 6.58762, 1.96472], [-17.22563, 5.09485, 1.01060], [-15.55833, 5.53461, 1.08637], [-16.85371, 6.13561, -0.87775], [-17.34827, 11.67307, 2.73064], [-16.64677, 12.65081, 3.44452], [-17.57701, 11.92348, 1.69475], [-16.78042, 10.75003, 2.61381], [-18.39830, 11.50602, 2.97064], [-16.09876, 13.19835, 2.87753], [-14.50157, 12.23416, 5.56976], [-15.27525, 13.22337, 5.03179], [-13.53953, 12.34633, 5.06975], [-14.36339, 12.28881, 6.64959], [-14.80779, 11.27909, 5.14297], [-15.85898, 12.84126, 4.37236], [-16.49106, 13.67126, -3.09285], [-16.69896, 13.23249, -4.33712], [-15.81084, 14.50650, -2.92619], [-17.49292, 13.90601, -2.73331], [-16.04435, 12.82703, -2.56765], [-15.89469, 13.46447, -4.80714], [-12.19766, 10.28292, 0.71934], [-13.44476, 11.22713, 0.79424], [-14.04461, 11.29059, -0.52682], [-11.71165, 10.32806, -0.25527], [-12.22559, 9.21612, 0.94128], [-11.40059, 10.60436, 1.38976], [-13.21298, 12.16017, 1.30786], [-14.09662, 10.73868, 1.51854], [-14.87610, 11.76939, -0.49593], [-17.27189, 16.01067, 2.71218], [-17.98655, 14.69073, 2.92275], [-19.34854, 14.71123, 2.42994], [-16.57227, 15.77583, 1.91002], [-16.72179, 16.39039, 3.57318], [-17.94297, 16.80783, 2.39233], [-18.12305, 14.65376, 4.00354], [-17.45684, 13.86099, 2.45472], [-19.71520, 15.47785, 2.87655], [-20.23600, 12.76666, -0.89994], [-19.42435, 13.02652, 0.45180], [-19.36383, 14.45705, 0.46846], [-21.10372, 13.30733, -1.27789], [-20.58907, 11.73552, -0.88748], [-19.50694, 12.97619, -1.68265], [-18.44706, 12.55111, 0.36821], [-20.02151, 12.75814, 1.32328], [-18.96071, 14.70819, 1.30272], [-12.41251, 13.94831, 4.07136], [-11.17682, 13.58123, 3.14769], [-11.77628, 13.39086, 1.88301], [-12.94018, 14.78857, 3.62008], [-12.17751, 14.23517, 5.09634], [-13.14208, 13.13940, 4.03276], [-10.95164, 12.67820, 3.71509], [-10.37289, 14.31717, 3.13490], [-11.16661, 13.22202, 1.16094]], "lowdin_charge": [-0.078, -0.193, -0.167, -0.200, -0.083, -0.179, -0.144, -0.124, -0.177, 0.052, 0.069, 0.098, 0.113, 0.111, 0.111, 0.104, 0.054, 0.126, 0.108, 0.112, 0.086, 0.046, 0.084, 0.115, -0.084, -0.146, -0.244, -0.211, 0.011, -0.207, -0.132, -0.123, -0.229, 0.057, 0.100, 0.082, 0.090, 0.083, 0.058, 0.083, 0.108, 0.052, 0.092, 0.079, 0.130, 0.026, 0.065, 0.067, -0.161, -0.098, -0.183, -0.231, -0.036, -0.187, -0.224, -0.202, -0.084, 0.132, -0.036, 0.025, 0.015, 0.110, 0.128, 0.080, 0.120, 0.129, 0.114, 0.118, 0.124, 0.082, 0.079, 0.078, -0.113, -0.186, -0.167, -0.186, -0.059, -0.210, -0.171, -0.187, -0.047, 0.085, 0.053, 0.086, 0.110, 0.113, 0.077, 0.098, 0.090, 0.107, 0.116, 0.104, 0.127, 0.098, 0.088, 0.043, -0.146, -0.198, -0.192, -0.178, -0.067, -0.156, -0.180, -0.151, -0.156, 0.084, 0.088, 0.091, 0.119, 0.110, 0.120, 0.041, 0.101, 0.101, 0.110, 0.100, 0.115, 0.127, 0.028, 0.082, -0.053, -0.232, -0.215, -0.186, -0.026, -0.170, -0.252, -0.205, -0.090, 0.055, 0.093, 0.094, 0.134, 0.053, 0.117, 0.077, 0.079, 0.116, 0.124, 0.120, 0.117, 0.081, 0.086, 0.086, -0.098, -0.201, -0.208, -0.182, -0.117, -0.173, -0.188, -0.173, -0.156, 0.087, 0.088, 0.091, 0.122, 0.099, 0.112, 0.092, 0.114, 0.118, 0.125, 0.076, 0.127, 0.123, 0.083, 0.113, -0.111, -0.193, -0.224, -0.199, -0.013, -0.170, -0.321, -0.162, -0.073, 0.090, 0.091, 0.082, 0.122, 0.115, 0.116, 0.116, 0.101, 0.093, 0.149, 0.054, 0.159, 0.142, 0.102, 0.061, -0.273, -0.071, -0.197, -0.149, -0.051, -0.165, -0.219, -0.200, -0.070, 0.127, 0.001, 0.059, 0.102, 0.065, 0.103, 0.115, 0.104, 0.116, 0.097, 0.114, 0.113, 0.069, 0.075, 0.077, -0.034, -0.400, 0.089, 0.119, 0.088, 0.096, -0.070, -0.100, 0.062, 0.112, 0.064, -0.003, -0.172, -0.127, 0.032, 0.091, 0.087, -0.106, -0.230, -0.026, 0.069, 0.118, 0.053, 0.110, -0.018, -0.219, -0.066, 0.095, 0.028, 0.069, 0.075, 0.125, -0.147, -0.021, -0.194, -0.026, 0.059, 0.098, 0.102, 0.140, 0.090, 0.136, -0.024, -0.211, -0.198, 0.078, 0.065, 0.047, 0.062, 0.116, -0.127, -0.107, -0.184, -0.183, 0.016, 0.113, 0.046, 0.092, 0.116, 0.085]}